Here is a structure of composition C21H36Cl2N3O4Tl at a distorted geometry from OMol25. Energies are from wB97M-V/def2-TZVPD.

Results
Largest force on an atom (eV/A): 2.28
Orbital gap (alpha / beta) (eV): 8.133 / 4.201
ΔE to the lowest compared entry with this formula, charge and spin (kJ/mol): 80.9
E_HOMO (alpha / beta) (Ha): -0.2904 / -0.2422
Lowest unoccupied orbital energy (alpha / beta) (eV): 0.23 / -2.39
E (eV): -64757.94692

ORCA input file:
```
! wB97M-V def2-TZVPD RIJCOSX def2/J DEFGRID3
* xyz 0 1
Tl 1.047 -1.062 1.980
Cl 1.659 1.384 2.970
Cl -0.662 -1.944 -0.708
O -0.200 2.540 -0.689
O -1.404 0.022 1.872
O 2.327 -0.667 -0.231
O -2.693 0.998 -0.628
N -3.202 -0.364 -2.385
N -0.692 3.629 1.259
N -2.569 0.081 3.775
C 3.967 -3.286 -2.052
C -2.291 -0.494 2.581
C 3.017 -1.114 -1.164
C 5.125 -4.825 -0.575
C -3.051 -1.732 2.213
C 0.069 2.821 0.476
C -1.915 4.156 0.678
C 1.821 0.126 -2.753
C -3.183 -1.697 -2.973
C -0.126 4.333 2.397
C -4.217 0.551 -2.881
C 3.740 -2.407 -0.973
C 1.463 1.500 -2.998
C 4.125 -2.796 0.324
C -3.571 -0.422 4.696
C 3.165 -0.388 -2.502
C -1.831 1.279 4.115
C -2.537 -0.010 -1.277
C 4.282 0.668 -2.422
C 4.693 -4.463 -1.861
C 4.806 -3.997 0.517
H 0.956 2.423 1.008
H -3.971 1.560 -2.544
H 0.958 1.958 -2.119
H -4.076 -2.270 -2.675
H 3.444 -1.113 -3.279
H 5.106 -4.289 1.522
H -0.746 1.084 4.116
H -3.502 0.148 5.627
H -2.489 3.333 0.239
H -0.937 4.604 3.085
H 4.925 -5.097 -2.717
H -2.678 -2.096 1.254
H -3.184 -1.589 -4.065
H -4.224 0.495 -3.975
H 4.317 1.260 -3.342
H 2.325 2.124 -3.287
H 5.252 0.167 -2.308
H 0.713 1.537 -3.806
H -3.409 -1.492 4.909
H -2.287 -2.236 -2.649
H 0.400 5.253 2.086
H 3.892 -2.135 1.162
H 0.996 -0.579 -2.644
H 4.115 1.330 -1.560
H 5.697 -5.749 -0.425
H -2.019 2.065 3.367
H -5.212 0.269 -2.503
H -4.590 -0.315 4.285
H -1.691 4.891 -0.111
H 3.563 -3.034 -3.034
H -4.122 -1.507 2.131
H -2.913 -2.514 2.972
H -2.488 4.645 1.473
H 0.584 3.662 2.900
H -1.700 -0.829 -0.977
H -2.166 1.610 5.102
*
```

Here is a cluster of 4 separate species, C21H36FN3O6S3 in total at a distorted geometry from OMol25. Energies are from wB97M-V/def2-TZVPD.

Results
Largest force on an atom (eV/A): 6.90
SMILES: C=C[C@](C#N)(CN)[C@H](C#N)CCF.O=S1(=O)CCCC1.O=S1(=O)CCCC1.O=S1(=O)CCCC1
Orbital gap (eV): 9.504
ΔE to the lowest compared entry with this formula, charge and spin (kJ/mol): 182.0
E_HOMO (Ha): -0.3376
Lowest unoccupied orbital energy (eV): 0.32
E (eV): -74333.00464

ORCA input file:
```
! wB97M-V def2-TZVPD RIJCOSX def2/J DEFGRID3
* xyz 0 1
S -0.430 -0.590 -3.197
S -2.664 0.212 2.689
S -2.108 4.766 6.527
F -0.131 -2.629 -7.086
O -3.115 0.884 1.490
O -1.841 -0.977 2.643
O -2.405 3.608 7.340
O 0.572 0.299 -3.744
O -0.405 -2.020 -3.434
O -2.594 4.903 5.172
N 5.393 -2.114 -4.640
N 1.669 -6.246 -4.002
N 4.228 -5.581 -8.154
C -3.022 1.969 4.594
C 4.441 -4.355 -5.605
C -3.868 0.761 4.995
C 2.946 -3.991 -5.072
C -0.574 -0.307 -1.437
C -2.047 0.026 -3.630
C -2.858 -0.115 -2.349
C -0.341 5.041 6.550
C 5.277 -5.345 -3.226
C -1.882 1.413 3.751
C 0.492 -3.148 -5.849
C 5.191 -5.440 -4.648
C -2.548 6.230 7.446
C -0.125 6.375 7.266
C 5.355 -3.008 -5.832
C -1.937 0.354 -1.221
C 4.403 -5.065 -7.070
C -4.079 -0.089 3.741
C -1.291 6.569 8.237
C 2.248 -5.354 -4.592
C 2.077 -3.140 -6.125
H -1.830 1.443 -1.266
H 5.352 -2.626 -3.749
H -0.122 7.189 6.534
H -3.625 2.662 3.998
H -3.778 0.472 -2.390
H -3.333 0.176 5.751
H -1.383 2.173 3.149
H -2.343 0.106 -0.238
H 2.227 -3.436 -7.225
H 5.655 -6.385 -5.134
H -4.133 -1.153 3.979
H 0.838 6.394 7.782
H 4.714 -1.344 -4.692
H -1.154 0.886 4.372
H 0.034 5.068 5.526
H -4.975 0.216 3.197
H -1.327 7.587 8.630
H 0.049 -4.208 -5.720
H -4.823 1.063 5.432
H -2.785 7.017 6.727
H -2.454 -0.549 -4.462
H 5.182 -6.331 -2.623
H 6.413 -3.358 -6.158
H 0.242 0.337 -1.107
H -3.131 -1.163 -2.191
H -2.648 2.511 5.466
H 4.857 -2.402 -6.688
H -1.939 1.075 -3.915
H -0.514 -1.273 -0.933
H -3.412 6.027 8.079
H 0.149 -2.428 -5.015
H -1.185 5.882 9.084
H 0.122 4.215 7.094
H 2.421 -2.032 -6.050
H 3.113 -3.296 -4.156
H 5.494 -4.405 -2.615
*
```

Here is a cluster of 7 separate species, C21H36O21 in total at a distorted geometry from OMol25. Energies are from wB97M-V/def2-TZVPD.

Results
Largest force on an atom (eV/A): 4.49
SMILES: COC(=O)OC.COC(=O)OC.COC(=O)OC.COC(=O)OC.O=C1OCCO1.O=C1OCCO1.O=C1OCCO1
Orbital gap (eV): 10.881
ΔE to the lowest compared entry with this formula, charge and spin (kJ/mol): 308.6
E_HOMO (Ha): -0.3945
Lowest unoccupied orbital energy (eV): 0.15
E (eV): -65354.98602

ORCA input file:
```
! wB97M-V def2-TZVPD RIJCOSX def2/J DEFGRID3
* xyz 0 1
O -3.564 3.448 2.374
O 0.849 2.351 -0.004
O -3.550 -0.198 6.330
O -1.382 -5.922 1.023
O 0.924 0.385 1.255
O 5.825 2.322 3.446
O -5.277 -1.260 7.551
O -0.268 2.022 -6.887
O -2.307 2.484 -7.927
O 0.868 -6.221 0.932
O -0.221 -4.491 1.997
O -4.431 3.355 0.378
O -0.923 -3.896 -4.219
O 4.460 2.690 5.191
O -3.984 -2.358 6.063
O -0.356 0.731 -0.652
O 0.956 -5.057 -3.841
O -0.294 2.713 -8.935
O -5.129 1.825 1.850
O 5.607 4.367 4.422
O 0.967 -3.560 -5.404
C -4.419 -1.250 6.698
C 0.499 1.090 0.333
C 1.866 2.961 0.715
C -1.069 2.384 -7.927
C 2.281 -4.153 -5.518
C -2.621 -0.556 5.383
C 6.640 4.961 3.603
C -1.768 -7.048 0.256
C 5.348 3.082 4.313
C 0.902 -4.052 2.671
C -0.830 1.860 -5.624
C -1.272 -0.318 -0.519
C 2.315 -5.013 -4.220
C -2.926 -2.070 5.147
C 0.240 -4.102 -4.410
C -4.479 2.806 1.558
C -3.667 4.518 0.371
C -3.299 4.738 1.798
C 3.984 1.409 5.325
C -0.805 3.514 -9.991
C -0.136 -5.592 1.287
H -2.798 4.225 -0.218
H 1.314 3.583 1.419
H -1.684 -0.346 0.489
H 3.051 -3.385 -5.587
H -1.630 -0.386 5.805
H -2.555 0.011 4.454
H -0.140 1.876 -4.780
H 2.971 -4.563 -3.475
H -3.180 -2.262 4.104
H -1.248 0.857 -5.534
H 2.465 3.542 0.014
H -1.245 -7.951 0.570
H -4.136 5.452 0.059
H -1.620 2.593 -5.456
H 3.754 1.256 6.379
H -3.924 5.444 2.344
H -1.850 3.270 -10.178
H 1.402 -4.851 3.217
H -0.218 3.390 -10.901
H 0.814 -3.230 3.382
H 2.372 -4.764 -6.416
H 1.510 -3.751 1.818
H 6.855 5.966 3.966
H -2.791 -7.075 0.632
H -1.674 -6.983 -0.828
H -0.822 4.579 -9.759
H -0.628 -1.198 -0.528
H 2.599 2.279 1.147
H 4.580 0.571 4.963
H 3.015 1.442 4.828
H 7.549 4.359 3.590
H 2.472 -6.080 -4.377
H -2.026 -2.659 5.325
H -2.095 -0.245 -1.230
H -2.295 5.112 1.993
H 6.280 5.026 2.576
*
```

Here is a structure of composition C21H36P2SnTe at a distorted geometry from OMol25. Energies are from wB97M-V/def2-TZVPD.

Results
Largest force on an atom (eV/A): 4.06
Orbital gap (alpha / beta) (eV): 3.657 / 3.265
ΔE to the lowest compared entry with this formula, charge and spin (kJ/mol): 643.9
E_HOMO (alpha / beta) (Ha): -0.1578 / -0.1435
Lowest unoccupied orbital energy (alpha / beta) (eV): -0.64 / -0.64
E (eV): -54051.39826

ORCA input file:
```
! wB97M-V def2-TZVPD RIJCOSX def2/J DEFGRID3
* xyz 0 1
Te 0.926 0.397 2.612
Sn -2.424 -0.817 -1.175
P 1.420 -1.207 0.452
P 0.481 2.240 1.038
C -2.438 -1.451 1.300
C 1.301 -0.356 5.327
C -1.205 2.494 0.430
C -0.133 0.869 -3.324
C 2.961 -2.089 -0.189
C 0.042 0.240 7.329
C 0.321 0.316 4.573
C 1.471 1.531 -0.359
C 0.871 3.942 1.449
C 0.210 -1.970 -3.298
C 0.361 -2.595 -0.234
C -0.975 0.805 6.535
C -2.045 -0.965 -4.193
C -1.131 -1.769 -3.260
C -0.833 0.853 5.129
C 1.170 -0.361 6.711
C 1.156 -1.246 -4.142
C -1.416 0.946 -2.847
C 0.537 0.157 -4.467
C -2.533 0.337 -3.596
C 1.363 0.043 -0.815
H -1.871 2.696 1.286
H 2.957 -2.312 -1.274
H 0.581 -2.928 -3.010
H -1.858 -2.330 1.620
H 2.207 -1.220 -3.778
H 1.197 2.186 -1.203
H 2.531 1.673 -0.094
H -1.843 1.313 6.961
H -1.681 1.644 -2.059
H -1.637 -0.741 -5.199
H 0.999 -2.808 -1.092
H 1.947 4.205 1.577
H -1.624 1.616 -0.064
H 0.447 -3.436 0.457
H 0.609 1.585 -2.970
H 2.306 -0.155 -1.393
H -2.832 1.021 -4.389
H 3.026 -3.051 0.353
H 1.388 0.800 -4.772
H -1.551 1.292 4.437
H 3.905 -1.566 -0.006
H 1.969 -0.815 7.281
H -0.692 -2.700 -0.632
H 2.081 -0.852 4.751
H -1.270 3.324 -0.300
H -3.408 0.237 -2.959
H -2.903 -1.618 -4.363
H 0.541 -0.189 -1.538
H -0.032 0.321 8.412
H -3.485 -1.485 1.654
H 0.507 4.665 0.680
H -1.901 -0.498 1.518
H -0.058 0.000 -5.397
H 0.373 4.130 2.403
H 1.241 -1.759 -5.136
H -1.623 -2.589 -2.747
*
```

Here is a structure of composition C21H36P2Sr at a distorted geometry from OMol25. Energies are from wB97M-V/def2-TZVPD.

Results
Largest force on an atom (eV/A): 4.15
Orbital gap (alpha / beta) (eV): 3.802 / 3.803
ΔE to the lowest compared entry with this formula, charge and spin (kJ/mol): 235.6
E_HOMO (alpha / beta) (Ha): -0.1785 / -0.1786
Lowest unoccupied orbital energy (alpha / beta) (eV): -1.06 / -1.06
E (eV): -41763.23327

ORCA input file:
```
! wB97M-V def2-TZVPD RIJCOSX def2/J DEFGRID3
* xyz 0 1
Sr 2.417 0.901 1.421
P 0.417 1.709 -1.679
P 0.297 -2.175 -2.299
C 1.153 3.334 5.574
C 0.137 -0.795 0.177
C -0.384 -2.129 -0.571
C 1.215 0.408 -2.704
C 1.240 1.672 3.836
C -0.522 1.574 5.492
C -3.069 -0.897 -1.407
C -0.287 2.801 -2.972
C 1.939 -2.891 -2.501
C -0.854 0.324 0.484
C -0.908 -3.237 -3.161
C 1.784 2.778 4.428
C 0.121 1.051 4.322
C -1.696 -2.583 -0.163
C 0.225 -0.618 -3.232
C -2.899 -1.770 -0.089
C 2.131 -1.372 2.718
C -0.014 2.739 6.084
C -2.303 0.331 -1.653
C 1.623 2.703 -0.783
C -1.381 1.007 -0.809
H 2.034 -0.046 -2.118
H 0.313 -2.904 -0.183
H 2.244 -2.272 2.097
H 1.717 3.634 -1.358
H -1.436 1.111 5.880
H 1.244 2.990 0.226
H 0.431 -0.855 -4.284
H -1.839 -2.687 -3.366
H -0.309 0.154 3.836
H -2.623 0.891 -2.561
H -3.734 -2.498 -0.113
H -1.682 2.059 -0.624
H -3.049 -1.185 0.834
H -0.480 -3.554 -4.122
H 3.072 -1.183 3.255
H -1.127 -4.123 -2.542
H 0.919 -0.376 -0.510
H -1.644 -0.027 1.142
H 0.655 -1.106 1.120
H -0.548 3.208 6.928
H 1.339 -1.560 3.456
H -0.629 3.752 -2.524
H 2.681 3.254 4.023
H -4.155 -0.729 -1.518
H 1.531 4.247 6.014
H -0.829 -0.283 -3.232
H -1.130 2.324 -3.496
H 2.635 2.245 -0.773
H 2.148 -3.629 -1.716
H 2.722 -2.122 -2.484
H -2.837 -1.585 -2.248
H -0.368 1.092 1.143
H 1.683 0.935 -3.549
H -1.835 -3.649 0.037
H 2.001 -3.410 -3.470
H 0.505 3.026 -3.713
*
```

Here is a structure of composition C21H37Cl15N3 at a distorted geometry from OMol25. Energies are from wB97M-V/def2-TZVPD.

Results
Largest force on an atom (eV/A): 3.38
Orbital gap (eV): 6.174
E_HOMO (Ha): -0.4374
Lowest unoccupied orbital energy (eV): -5.73
E (eV): -214669.36011

ORCA input file:
```
! wB97M-V def2-TZVPD RIJCOSX def2/J DEFGRID3
* xyz 1 1
Cl -1.189 0.034 -3.963
Cl -2.280 7.680 1.414
Cl -0.608 8.534 -0.805
Cl -5.730 -8.623 2.090
Cl 1.260 5.601 -5.432
Cl 5.339 1.692 -3.053
Cl -3.329 7.633 -1.297
Cl -0.296 -1.589 -6.195
Cl -6.437 -6.491 0.246
Cl -0.680 6.062 -3.318
Cl -4.077 -6.237 1.926
Cl 2.156 6.412 -2.787
Cl 1.544 -0.934 -4.039
Cl 4.583 4.492 -2.877
Cl 6.836 3.703 -4.534
N 3.875 0.161 1.565
N 4.689 -1.903 0.359
N 5.409 -1.464 2.595
C 2.582 -0.046 2.354
C 0.172 -0.370 -5.003
C 3.450 -1.513 -2.362
C -1.207 1.454 1.857
C -3.354 -0.067 1.433
C -5.284 -1.673 0.492
C 5.931 3.365 -3.055
C 4.644 -1.058 1.535
C 4.366 -0.695 -2.369
C 2.441 -2.627 -1.853
C -4.679 -2.888 1.318
C -5.224 -2.721 2.839
C 0.873 6.559 -3.997
C -2.256 8.470 -0.168
C 3.732 -3.048 0.399
C -1.988 0.563 0.804
C 1.422 0.879 1.751
C -5.722 -6.878 1.816
C 0.027 0.624 2.483
C 2.327 -2.701 -0.260
C -4.278 -0.477 0.213
H 1.831 -1.773 0.162
H 4.437 0.817 2.126
H -4.997 -3.905 0.950
H -4.923 0.438 -0.018
H 0.800 7.602 -4.292
H 5.662 -2.238 0.307
H 3.653 -3.477 1.452
H 5.215 0.070 -2.296
H 0.152 0.934 3.567
H -6.324 -6.408 2.590
H 4.181 -3.882 -0.227
H -1.885 1.795 2.693
H 1.626 -3.570 -0.024
H 5.010 -1.934 3.407
H 6.600 3.493 -2.208
H -3.778 0.754 2.087
H 2.284 -1.131 2.401
H -2.615 9.488 -0.047
H 1.364 0.756 0.625
H 6.424 -1.327 2.502
H 1.724 1.957 1.937
H -5.834 -1.785 2.981
H 1.418 -2.359 -2.251
H -5.576 -2.091 -0.532
H -3.009 -0.924 2.079
H -1.349 -0.332 0.521
H 2.671 -3.648 -2.294
H -6.254 -1.267 0.928
H -3.640 -0.620 -0.708
H -3.556 -2.848 1.399
H -0.243 -0.469 2.380
H -5.900 -3.603 3.064
H -2.270 1.091 -0.153
H 0.475 0.529 -5.534
H -4.365 -2.769 3.584
H -0.816 2.374 1.321
H 2.764 0.348 3.396
*
```

Here is the ion C21H37ClN with charge +1 from OMol25. Energies are from wB97M-V/def2-TZVPD.

Results
Largest force on an atom (eV/A): 0.90
SMILES: CCCCCCC[N+](CC)(CC)CCCCc1ccc(Cl)cc1
Orbital gap (eV): 9.574
ΔE to the lowest compared entry with this formula, charge and spin (kJ/mol): 19.9
E_HOMO (Ha): -0.4289
Lowest unoccupied orbital energy (eV): -2.10
E (eV): -36384.81568

ORCA input file:
```
! wB97M-V def2-TZVPD RIJCOSX def2/J DEFGRID3
* xyz 1 1
Cl 5.914 -2.799 -0.019
N 0.498 0.340 1.237
C -0.325 0.021 3.646
C 4.264 0.252 -1.985
C -6.704 -2.163 -1.349
C 5.245 -1.251 -0.401
C 1.947 2.286 -1.805
C -0.836 -0.121 0.759
C -3.279 0.299 0.341
C 1.199 1.153 -1.092
C 3.382 2.507 -1.294
C 1.263 -1.968 0.303
C -1.935 0.940 0.713
C -5.353 -1.768 -0.766
C 4.090 1.215 -0.994
C 5.122 -0.291 0.592
C 4.832 -0.974 -1.696
C -4.731 -0.608 -1.541
C -3.314 -0.257 -1.082
C 1.018 1.459 0.390
C 4.544 0.931 0.289
C 0.417 0.884 2.635
C 1.489 -0.800 1.254
H -5.370 0.272 -1.448
H 5.477 -0.498 1.589
H 4.958 -1.714 -2.470
H -2.050 1.428 1.681
H 1.498 -1.210 2.263
H 0.049 -0.998 3.691
H -7.138 -2.985 -0.786
H 0.375 -2.541 0.555
H -1.156 -0.935 1.410
H -5.487 -1.488 0.281
H 1.390 3.220 -1.711
H 2.475 -0.373 1.058
H -6.597 -2.476 -2.385
H 4.466 1.681 1.065
H -0.704 -0.520 -0.244
H -0.068 1.860 2.589
H 3.933 3.055 -2.059
H 3.951 0.465 -2.996
H 0.231 1.025 -1.579
H -3.514 -0.492 1.055
H -4.051 1.065 0.432
H -1.706 1.704 -0.030
H 2.121 -2.628 0.409
H -2.906 0.492 -1.766
H 0.339 2.307 0.496
H 1.444 1.038 2.972
H -7.394 -1.323 -1.316
H -4.680 -2.628 -0.800
H 1.983 1.748 0.807
H -4.694 -0.877 -2.598
H 1.979 2.033 -2.865
H 3.372 3.132 -0.399
H 1.781 0.243 -1.226
H 1.210 -1.675 -0.740
H -0.178 0.463 4.628
H -2.695 -1.154 -1.155
H -1.393 -0.005 3.457
*
```